{
  "formula": "C31H31FLiN3O2",
  "method": "ωB97M-V/def2-TZVPD",
  "species": ["Li", "C", "C", "C", "C", "C", "C", "C", "C", "C", "C", "C", "C", "N", "C", "C", "C", "C", "C", "C", "F", "H", "H", "H", "H", "H", "H", "H", "H", "H", "H", "H", "H", "H", "H", "H", "H", "H", "H", "H", "H", "H", "O", "C", "O", "C", "C", "C", "C", "C", "C", "N", "C", "C", "C", "C", "C", "C", "N", "H", "H", "H", "H", "H", "H", "H", "H", "H", "H"],
  "xyz": [[-0.968, 0.654, -0.528], [1.887, 2.469, -3.393], [1.452, 3.194, -2.105], [-0.079, 3.141, -2.059], [2.141, 2.767, -0.855], [3.011, 3.702, -0.275], [3.705, 3.428, 0.868], [3.386, 2.239, 1.539], [2.424, 1.364, 1.115], [2.135, 0.160, 2.043], [0.705, 0.125, 2.564], [2.527, -1.227, 1.470], [1.879, 1.589, -0.161], [0.963, 0.664, -0.691], [1.554, -0.333, -1.485], [2.904, -0.511, -1.835], [3.314, -1.582, -2.635], [2.396, -2.502, -3.146], [1.056, -2.369, -2.821], [0.688, -1.338, -2.048], [-0.635, -1.174, -1.782], [1.632, 3.016, -4.333], [1.423, 1.497, -3.474], [2.938, 2.313, -3.382], [1.723, 4.214, -2.241], [-0.473, 2.152, -2.306], [-0.538, 3.799, -2.861], [-0.545, 3.440, -1.104], [3.098, 4.605, -0.822], [4.407, 4.097, 1.307], [3.961, 1.987, 2.443], [2.826, 0.332, 2.883], [0.050, 0.040, 1.727], [0.354, 0.989, 3.160], [0.578, -0.786, 3.169], [1.816, -1.609, 0.728], [2.712, -1.934, 2.272], [3.510, -1.224, 0.933], [3.614, 0.187, -1.507], [4.371, -1.599, -2.937], [2.688, -3.349, -3.734], [0.270, -3.026, -3.236], [-1.914, -5.639, 4.556], [-0.966, -5.275, 3.656], [0.040, -5.916, 3.637], [-1.270, -4.107, 2.805], [-0.865, -4.043, 1.504], [-1.152, -2.891, 0.766], [-1.789, -1.844, 1.339], [-2.134, -1.897, 2.689], [-1.900, -3.025, 3.422], [-2.104, -0.665, 0.587], [-3.330, -0.341, 0.627], [-3.865, 0.785, -0.146], [-5.214, 1.001, -0.142], [-5.756, 2.044, -0.876], [-4.876, 2.777, -1.652], [-3.489, 2.447, -1.588], [-2.983, 1.492, -0.842], [-2.769, -5.137, 4.471], [-0.335, -4.861, 1.047], [-0.847, -2.796, -0.264], [-2.613, -1.063, 3.162], [-2.099, -2.980, 4.486], [-4.038, -0.922, 1.176], [-5.842, 0.358, 0.456], [-6.781, 2.305, -0.870], [-5.165, 3.570, -2.269], [-2.805, 3.019, -2.202]],
  "nbo_charge": [0.8754, -0.5945, -0.2612, -0.5977, 0.0252, -0.2125, -0.2458, -0.1933, -0.0399, -0.2121, -0.6064, -0.6128, 0.1336, -0.8460, 0.1524, -0.3131, -0.1903, -0.2908, -0.2694, 0.2939, -0.3707, 0.1997, 0.2139, 0.2132, 0.1995, 0.1971, 0.1983, 0.2025, 0.1932, 0.2089, 0.1966, 0.1964, 0.2003, 0.2060, 0.2026, 0.2147, 0.2059, 0.2185, 0.2163, 0.2093, 0.2082, 0.2185, -0.6787, 0.7716, -0.5421, -0.1863, -0.1339, -0.2344, 0.2093, -0.2435, -0.2028, -0.4597, 0.1342, 0.1139, -0.2113, -0.1500, -0.2267, 0.0779, -0.4604, 0.4859, 0.2417, 0.2468, 0.2157, 0.2254, 0.1738, 0.2247, 0.2271, 0.2263, 0.2118],
  "largest_force_ev_per_a": 2.51,
  "e_lumo_ev": -1.13,
  "gap_ev": 5.2
}